No. 1
Formula: C25H41N3P2Sm
Source: OMol25
Level of theory: ωB97M-V/def2-TZVPD

Last column: Mulliken spin population.
Cartesian coordinates (Å):
Sm: -1.430 1.174 1.624  5.11
C: -0.080 2.760 3.081  -0.02
C: -0.188 3.364 1.791  0.01
C: -2.343 3.097 2.638  -0.02
C: -1.405 2.608 3.611  -0.02
C: -1.590 3.565 1.500  -0.03
C: 1.185 2.518 3.838  0.00
H: 2.007 2.236 3.173  0.00
H: 1.060 1.721 4.581  0.00
H: 1.499 3.423 4.381  0.00
C: -1.747 2.084 4.969  0.00
H: -0.858 1.671 5.462  0.00
H: -2.510 1.293 4.931  0.00
H: -2.137 2.885 5.618  0.00
C: -3.828 2.942 2.722  0.00
H: -4.305 3.841 3.129  0.00
H: -4.108 2.109 3.380  0.00
H: -4.279 2.753 1.738  0.00
C: -2.147 3.932 0.164  -0.01
H: -2.389 5.001 0.111  0.00
H: -3.071 3.381 -0.064  0.00
H: -1.432 3.725 -0.646  0.00
C: 0.957 3.766 0.915  0.01
H: 0.980 4.859 0.776  0.00
H: 0.908 3.308 -0.084  0.00
H: 1.913 3.471 1.365  0.00
C: 0.968 -1.547 1.471  0.00
C: 1.859 -0.547 1.580  0.00
C: 2.495 0.270 0.500  0.00
C: 1.904 0.172 -0.916  0.00
C: 0.471 0.490 -1.181  0.00
C: -0.568 -0.377 -1.178  0.00
C: -0.643 -1.761 -0.596  0.00
C: 0.568 -2.250 0.219  0.00
H: 3.563 -0.011 0.374  0.00
H: 2.149 -0.828 -1.334  0.00
H: 2.504 1.320 0.841  0.00
H: 1.454 -2.304 -0.436  0.00
H: 0.510 -1.938 2.393  0.00
H: 2.110 -0.198 2.592  0.00
H: 0.353 -3.293 0.487  0.00
H: -1.566 -1.824 0.017  0.00
H: -1.512 -0.032 -1.618  0.00
H: -0.792 -2.503 -1.415  0.00
H: 2.499 0.857 -1.537  0.00
H: 0.269 1.503 -1.553  0.00
P: 2.185 -2.692 -2.385  0.00
C: 2.628 -4.324 -1.713  0.00
C: 3.702 -2.251 -3.276  0.00
P: 0.030 -1.697 -4.343  0.00
C: 1.035 -3.147 -3.723  0.00
C: 1.174 -1.275 -5.736  0.00
C: -1.072 -2.713 -5.427  0.00
H: 1.731 -4.860 -1.379  0.00
H: 3.300 -4.210 -0.855  0.00
H: 3.131 -4.893 -2.503  0.00
H: 4.045 -3.135 -3.826  0.00
H: 4.471 -1.955 -2.550  0.00
H: 3.546 -1.416 -3.965  0.00
H: -0.475 -3.320 -6.121  0.00
H: -1.720 -2.031 -5.990  0.00
H: -1.694 -3.367 -4.807  0.00
H: 0.352 -3.936 -3.365  0.00
H: 1.661 -3.535 -4.547  0.00
H: 0.655 -0.574 -6.401  0.00
H: 1.427 -2.183 -6.301  0.00
H: 2.090 -0.794 -5.379  0.00
N: -2.738 -0.410 2.669  -0.01
C: -3.541 -0.932 3.383  0.00
N: -4.391 -1.548 4.097  0.00
C: -5.072 -0.966 5.073  0.00
N: -5.714 -0.522 5.954  0.00

As for the spin multiplicity: 6. As for the orbital gap (spin up / spin down): 6.3 / 7.2 eV. Its charge is +1. The value obtained for the HOMO energy (spin up / spin down) is -10.49 / -10.49 eV. As for the expectation value of S²: 8.776. For the LUMO energy (spin up / spin down), the calculation gives -4.2 / -3.3 eV.

***

No. 2
Formula: C25H42AlBrFN11O2P
Source: OMol25
Level of theory: ωB97M-V/def2-TZVPD

Last column: Mulliken charge in e.
Cartesian coordinates (Å):
C: -3.487 2.385 6.795  -1.10
C: -2.612 2.211 5.515  0.18
Br: -2.515 3.922 4.488  -0.32
C: -3.166 1.107 4.585  -0.64
Al: -2.483 -0.728 5.121  0.01
F: -3.315 -1.343 6.605  -0.56
C: -2.870 -2.159 3.679  -0.16
C: -2.771 -3.494 4.355  -0.20
O: -3.756 -4.092 4.745  -0.63
P: -0.138 -0.847 5.424  0.23
N: 0.617 0.686 5.003  -0.58
O: 0.051 -1.139 7.112  -0.50
H: -3.626 3.467 6.931  0.40
H: -2.920 2.053 7.676  0.26
H: -4.434 1.844 6.721  0.28
H: -1.589 1.972 5.825  0.36
H: -4.268 1.159 4.680  0.48
H: -2.910 1.310 3.540  0.07
H: -2.037 -2.090 2.968  -0.11
H: -3.859 -1.957 3.254  0.44
H: -1.754 -3.924 4.514  0.43
H: 0.220 0.972 4.115  0.06
H: 1.607 0.502 4.912  0.35
H: -0.594 -1.833 7.285  0.24
C: 0.019 1.892 0.685  -0.66
C: -0.761 0.924 1.470  0.34
N: -1.396 0.185 2.079  -0.23
H: -0.624 2.378 -0.035  -0.01
H: 0.449 2.645 1.345  0.34
H: 0.821 1.379 0.158  0.19
C: -2.376 1.176 -3.239  -0.79
C: -1.257 1.926 -2.660  0.52
N: -0.387 2.502 -2.182  -0.54
H: -2.063 0.159 -3.477  0.22
H: -3.191 1.140 -2.532  0.32
H: -2.715 1.666 -4.148  0.31
C: -3.668 4.023 0.275  -0.75
C: -3.968 3.416 -1.032  0.46
N: -4.200 2.940 -2.052  -0.55
H: -2.597 4.195 0.364  0.21
H: -4.190 4.974 0.363  0.32
H: -3.992 3.361 1.077  0.28
C: -2.605 6.925 -2.906  -0.73
C: -2.036 7.176 -1.573  0.31
N: -1.596 7.362 -0.531  -0.37
H: -2.798 7.871 -3.408  0.30
H: -1.905 6.339 -3.499  0.25
H: -3.539 6.373 -2.810  0.25
C: 0.492 -3.047 -0.093  -0.84
C: 1.301 -1.883 0.287  0.47
N: 1.920 -0.981 0.632  -0.51
H: -0.232 -2.757 -0.849  0.22
H: 1.136 -3.825 -0.495  0.33
H: -0.032 -3.427 0.783  0.34
C: 3.538 -0.098 -3.141  -0.58
C: 2.488 -1.087 -2.864  0.27
N: 1.665 -1.855 -2.644  -0.32
H: 4.246 -0.076 -2.314  0.27
H: 4.070 -0.360 -4.066  0.12
H: 3.093 0.888 -3.255  0.27
C: 7.016 -1.460 -5.991  -0.96
C: 6.044 -0.409 -5.657  0.51
N: 5.284 0.412 -5.395  -0.50
H: 7.027 -2.215 -5.206  0.33
H: 6.741 -1.927 -6.928  0.27
H: 8.007 -1.028 -6.085  0.32
C: -1.374 -5.203 7.445  -0.53
C: 0.071 -4.907 7.409  0.34
N: 1.195 -4.685 7.383  -0.42
H: -1.530 -6.270 7.303  0.30
H: -1.785 -4.907 8.408  0.27
H: -1.893 -4.658 6.657  0.04
C: 6.751 0.120 -9.865  -0.76
C: 7.687 -0.734 -9.118  0.42
N: 8.417 -1.396 -8.531  -0.47
H: 7.171 1.118 -9.973  0.27
H: 6.575 -0.304 -10.852  0.29
H: 5.805 0.185 -9.329  0.27
C: 0.451 -4.143 -4.763  -0.52
C: 0.245 -4.774 -6.077  0.20
N: 0.083 -5.265 -7.101  -0.37
H: 1.513 -3.985 -4.591  0.24
H: -0.059 -3.184 -4.728  0.17
H: 0.055 -4.785 -3.979  0.27

As for the orbital gap: 4.5 eV. Its charge is -1. The value obtained for the HOMO energy is -3.26 eV. The relative energy (zero: lowest compared OMol25 entry of this formula, charge and spin) is 15.9 kcal per mole. For the LUMO energy, the calculation gives 1.2 eV.

***

No. 3
Formula: C25H42Cl2O2P2Ti
Source: OMol25
Level of theory: ωB97M-V/def2-TZVPD

Last column: Mulliken charge in e.
Cartesian coordinates (Å):
Ti: 0.318 -1.003 0.947  -1.71
C: -0.292 -0.835 3.201  0.47
C: -1.460 -1.222 2.430  1.00
C: 0.073 -2.978 2.375  0.84
C: 0.650 -1.921 3.154  0.20
C: -1.218 -2.546 1.909  0.57
C: -0.162 0.360 4.079  -1.53
H: -0.786 1.192 3.738  0.34
H: 0.881 0.697 4.141  0.41
H: -0.482 0.116 5.104  0.35
C: 1.897 -2.029 3.944  -1.51
H: 2.264 -1.038 4.219  0.36
H: 2.672 -2.553 3.372  0.28
H: 1.729 -2.588 4.876  0.33
C: 0.610 -4.350 2.269  -1.52
H: 0.556 -4.879 3.233  0.34
H: 1.665 -4.317 1.964  0.26
H: 0.045 -4.936 1.539  0.40
C: -2.213 -3.420 1.236  -1.62
H: -2.743 -4.042 1.973  0.32
H: -1.723 -4.104 0.535  0.47
H: -2.970 -2.840 0.699  0.37
C: -2.790 -0.557 2.475  -1.54
H: -3.452 -1.087 3.183  0.30
H: -3.281 -0.581 1.494  0.34
H: -2.710 0.478 2.827  0.49
C: 1.025 2.846 -2.177  -0.32
C: 0.205 3.550 -1.366  -0.37
C: -1.099 4.182 -1.782  -1.01
C: -1.915 3.387 -2.831  -1.13
C: -1.834 1.891 -2.730  -0.14
C: -1.005 1.112 -3.465  -0.53
C: 0.182 1.587 -4.241  -1.17
C: 0.898 2.834 -3.662  -1.37
H: -0.891 5.186 -2.196  0.41
H: -1.638 3.724 -3.842  0.36
H: -1.718 4.350 -0.884  0.40
H: 0.390 3.742 -4.012  0.31
H: 1.925 2.343 -1.800  0.64
H: 0.565 3.904 -0.394  0.83
H: 1.913 2.855 -4.091  0.50
H: 0.903 0.757 -4.322  0.27
H: -1.278 0.074 -3.686  1.48
H: -0.121 1.813 -5.280  0.46
H: -2.972 3.666 -2.683  0.42
H: -2.644 1.448 -2.139  0.27
P: 0.553 1.318 0.801  1.59
C: 2.131 2.177 0.826  -1.08
C: -0.965 2.264 1.049  -0.36
P: -0.657 -1.270 -1.208  1.53
C: 0.302 0.420 -0.893  1.33
C: -2.419 -0.962 -1.452  -1.49
C: 0.062 -2.039 -2.664  -1.02
H: 2.949 1.472 0.613  0.05
H: 2.268 2.554 1.850  0.49
H: 2.178 3.016 0.124  0.54
H: -1.359 2.638 0.100  -0.33
H: -0.742 3.108 1.716  0.51
H: -1.743 1.649 1.517  -0.07
H: 0.106 -1.354 -3.518  0.30
H: -0.546 -2.918 -2.921  0.52
H: 1.080 -2.378 -2.435  0.29
H: 1.239 0.383 -1.470  0.48
H: -0.377 1.151 -1.319  -1.23
H: -2.951 -1.911 -1.283  0.52
H: -2.647 -0.616 -2.464  0.55
H: -2.808 -0.229 -0.729  0.23
Cl: 3.580 -1.116 -1.861  -0.11
C: 4.262 -1.675 -0.292  0.09
Cl: 4.924 -0.368 0.708  -0.12
C: 3.162 -2.269 0.574  0.15
O: 3.379 -3.310 1.179  -0.57
O: 2.068 -1.551 0.584  -0.56
H: 5.006 -2.451 -0.465  0.51

As for the orbital gap: 7.5 eV. Its charge is +2. The value obtained for the HOMO energy is -14.57 eV. For the LUMO energy, the calculation gives -7.1 eV.